Molecular formula: C24H46IO12P3S3
Method: DFT, ωB97M-V/def2-TZVPD

Last column: Löwdin charge in e.
Element x y z (Å)
I  -2.114  -2.718  1.293  1.05
S  -5.423  -1.476  -5.395  0.67
S  1.196  -3.176  -0.002  0.79
S  3.950  4.326  -1.618  0.68
P  0.747  -0.718  -2.029  0.95
P  3.116  -1.600  2.839  1.01
P  -3.279  -0.328  -0.702  0.66
O  -4.657  -0.504  0.408  -0.26
O  4.114  -1.525  1.418  -0.32
O  4.285  3.740  -2.901  -0.33
O  3.111  3.649  -0.652  -0.37
O  -4.126  -2.052  -5.679  -0.33
O  0.607  -4.585  -0.427  -0.40
O  1.293  -3.252  1.682  -0.30
O  -5.697  -0.063  -5.558  -0.32
O  -3.667  0.970  -1.580  -0.41
O  3.713  -2.925  3.832  -0.33
O  -3.235  -1.649  -1.836  -0.28
O  2.646  -3.217  -0.623  -0.37
C  2.106  2.290  3.810  0.04
C  -6.660  -2.406  -6.279  -0.24
C  0.281  -0.098  7.419  -0.12
C  0.601  -2.343  3.888  -0.16
C  5.433  6.375  -0.809  -0.22
C  3.295  5.961  -1.888  -0.23
C  -1.643  0.097  0.153  -0.30
C  1.662  1.566  2.662  -0.07
C  1.260  -1.991  2.387  -0.52
C  -0.680  -1.158  0.579  -0.69
C  -5.925  -1.987  -3.758  -0.24
C  -1.431  -0.205  5.416  -0.12
C  0.713  -1.763  -3.677  -0.28
C  0.433  -0.749  1.761  -0.23
C  1.335  0.579  1.351  -0.15
C  3.970  6.816  -0.827  -0.23
C  -7.152  -2.878  -3.946  -0.22
C  1.074  -1.329  5.076  -0.21
C  5.451  4.847  -0.801  -0.22
C  -7.041  -3.527  -5.324  -0.23
C  -0.192  -1.066  6.139  -0.34
C  2.579  -0.256  -1.831  -0.41
C  2.841  1.395  -1.778  -0.19
C  0.064  -1.899  -0.724  -0.56
H  -2.849  -1.336  -2.715  0.10
H  0.473  -0.975  -4.541  0.06
H  -8.062  -2.266  -3.903  0.12
H  -0.264  -0.396  8.423  0.08
H  -0.838  -2.481  -1.250  0.09
H  -5.096  -2.538  -3.306  0.09
H  0.792  1.305  0.587  0.11
H  3.930  1.505  -1.301  0.10
H  -0.076  1.018  7.192  0.08
H  -0.226  -2.465  -3.621  0.05
H  -4.837  -1.510  0.385  0.05
H  3.515  6.628  0.153  0.12
H  5.967  6.780  0.056  0.12
H  3.871  7.883  -1.047  0.12
H  4.598  -2.401  1.365  0.08
H  1.956  -1.839  5.656  0.10
H  2.416  2.599  4.901  0.05
H  1.723  -2.325  -3.873  0.06
H  6.315  4.453  -1.342  0.11
H  -2.030  -0.907  4.659  0.07
H  -1.089  0.918  -0.512  0.10
H  2.372  0.338  0.875  0.09
H  -1.012  0.676  4.754  0.08
H  5.937  6.746  -1.709  0.12
H  -6.157  -1.104  -3.157  0.11
H  3.989  -2.505  4.715  0.07
H  -0.564  -2.367  3.886  0.06
H  -0.548  -2.098  6.555  0.13
H  1.410  -0.263  4.738  0.08
H  3.587  6.277  -2.894  0.11
H  -6.255  -4.292  -5.310  0.12
H  3.184  -0.642  -2.777  0.10
H  -7.977  -4.009  -5.623  0.12
H  1.055  -3.415  4.154  0.14
H  2.884  1.881  -2.842  0.08
H  2.114  1.924  -1.029  0.05
H  3.126  -0.681  -0.892  0.05
H  5.437  4.452  0.218  0.11
H  -2.223  0.184  6.188  0.09
H  -6.251  -2.767  -7.224  0.11
H  2.207  5.946  -1.800  0.11
H  -1.910  0.670  1.165  0.14
H  -0.268  -0.345  2.644  0.13
H  -7.509  -1.742  -6.465  0.11
H  1.452  -0.056  7.542  0.08
H  -7.223  -3.626  -3.150  0.12

Electronic energy   -118663.749 eV
HOMO energy   -0.3067 Eh
Multiplicity   1
E_LUMO   -0.74 eV
Gap between HOMO and LUMO   7.61 eV

***

Molecular formula: C24H46N6O8
Method: DFT, ωB97M-V/def2-TZVPD

Last column: Löwdin charge in e.
Element x y z (Å)
O  -0.273  2.014  1.675  -0.04
O  -2.433  -0.623  1.474  -0.02
O  4.020  0.873  4.847  -0.03
O  0.550  -5.861  2.909  -0.08
O  -1.453  -5.058  1.196  -0.07
O  1.576  1.573  3.431  -0.07
O  -1.070  -2.667  0.106  -0.03
O  0.424  4.185  3.764  -0.08
N  1.859  3.756  -1.331  0.00
N  -0.486  -2.960  4.315  0.03
N  -1.298  -0.789  -3.499  0.01
N  -4.531  -0.860  -3.640  -0.03
N  1.868  -1.418  1.825  0.05
N  0.905  1.964  -4.288  0.02
C  2.017  2.664  -4.760  -0.13
C  -0.092  2.852  -3.961  -0.12
C  1.927  4.742  0.630  -0.10
C  2.698  2.980  -0.602  -0.15
C  1.338  4.793  -0.618  -0.12
C  1.943  -0.708  0.629  -0.12
C  2.745  3.572  0.617  -0.14
C  0.449  4.147  -4.185  -0.13
C  -0.994  -0.908  4.869  -0.12
C  -0.126  -0.664  -2.777  -0.15
C  0.059  -1.760  4.669  -0.15
C  1.756  3.986  -4.684  -0.14
C  -4.164  0.405  -1.877  -0.10
C  -2.160  -1.654  4.731  -0.15
C  0.860  -1.159  -3.588  -0.13
C  2.369  -2.870  0.285  -0.10
C  -1.841  -2.918  4.376  -0.12
C  1.993  -2.724  1.562  -0.17
C  -4.364  0.408  -3.272  -0.16
C  2.306  -1.568  -0.305  -0.12
C  0.253  -1.510  -4.895  -0.06
C  -1.160  -1.374  -4.718  -0.10
C  -4.153  -0.953  -1.474  -0.11
C  -4.521  -1.709  -2.572  -0.13
H  0.261  2.484  1.053  0.01
H  -2.032  -1.590  -5.358  0.11
H  1.886  -1.123  -3.308  0.07
H  1.448  -1.036  2.659  0.10
H  0.246  3.497  3.041  0.04
H  -4.112  1.185  -4.060  0.14
H  -4.781  -1.116  -4.589  0.16
H  1.151  -1.589  4.623  0.12
H  -1.200  -4.221  0.739  0.00
H  -4.643  -2.795  -2.651  0.12
H  2.578  -3.835  -0.193  0.11
H  1.671  5.427  1.416  0.09
H  -0.365  -2.476  -0.510  0.04
H  -2.419  -3.820  4.160  0.13
H  1.348  2.290  4.053  0.05
H  -0.830  0.189  5.073  0.12
H  4.784  1.416  4.679  0.05
H  -3.081  -1.211  4.894  0.08
H  0.791  0.932  -4.217  0.10
H  0.797  -5.199  2.264  -0.02
H  -2.578  0.282  1.414  0.01
H  -0.124  -0.228  -1.811  0.11
H  2.936  2.159  -4.997  0.11
H  2.431  4.694  -5.103  0.09
H  -0.351  4.237  4.309  0.03
H  -0.173  4.990  -3.982  0.08
H  0.790  -1.877  -5.701  0.06
H  0.406  1.421  1.957  -0.03
H  2.446  1.282  3.697  0.00
H  -4.095  1.266  -1.283  0.07
H  -4.010  -1.313  -0.425  0.10
H  -2.277  -0.798  2.414  0.04
H  1.541  3.538  -2.278  0.09
H  1.763  -3.523  2.288  0.11
H  -2.187  -0.674  -2.995  0.10
H  3.434  3.198  1.375  0.09
H  -1.451  -1.894  0.490  -0.01
H  -0.277  -6.234  2.552  0.03
H  -1.083  2.543  -3.573  0.11
H  4.351  -0.001  5.019  0.04
H  -2.070  -5.550  0.691  0.02
H  0.606  5.450  -1.049  0.11
H  1.694  0.333  0.654  0.09
H  2.604  -1.363  -1.288  0.07
H  3.323  2.269  -1.168  0.13
H  0.054  -3.811  4.161  0.13

Electronic energy   -50953.432 eV
HOMO energy   -0.3031 Eh
Multiplicity   1
E_LUMO   0.30 eV
Gap between HOMO and LUMO   8.55 eV

***

Q: Among the records above, which one has the highest electronic energy?
A: C24H46N6O8

***

Q: What is the formula in the first record?
A: C24H46IO12P3S3

***

Q: Which of these has the highest E_LUMO?
A: C24H46N6O8